Molecular formula: C29H30BCl33N3O2S2
Method: DFT, ωB97M-V with the def2-TZVPD basis set

```
100
Properties=species:S:1:pos:R:3:forces:R:3
N 2.46772 1.01608 3.19333 0.743 0.571 0.138
C 2.41733 0.86832 2.04153 -1.332 -0.852 0.925
O 2.07014 0.54512 0.87438 0.177 0.517 -0.881
C 3.02375 -0.47901 0.20879 1.429 -0.882 0.511
C 2.80762 -1.86049 0.85817 -0.316 0.596 -0.613
C 1.72007 -2.70444 0.14636 -0.763 -0.250 0.150
C 0.54448 -3.17723 1.04910 1.296 0.304 -0.670
S -0.25072 -1.81385 1.95301 -0.772 -0.239 0.693
C -1.37676 -1.04686 0.76698 0.647 -0.695 -0.196
S -0.71064 -0.23076 -0.45612 -0.286 -0.152 -0.306
N -2.77548 -1.22098 1.03396 0.828 1.736 0.124
C -3.58849 -0.56753 0.03255 -0.308 -0.544 -0.419
C -3.55601 -1.11303 -1.24844 0.474 -0.389 -0.463
C -4.23322 -0.55348 -2.30915 0.185 1.056 -0.356
C -5.00008 0.59527 -2.11694 0.052 0.350 0.264
C -5.09819 1.11291 -0.83884 0.160 0.037 0.000
C -4.39550 0.53777 0.21547 -0.100 0.326 0.830
C -3.01339 -0.82963 2.41931 -0.530 -0.760 0.439
C -2.69613 0.42068 2.94718 0.266 0.575 -0.911
C -2.91435 0.71581 4.27085 -0.105 0.044 0.686
C -3.41807 -0.25271 5.13330 0.108 0.110 -0.271
C -3.71988 -1.50092 4.62181 0.980 0.045 0.679
C -3.52969 -1.78377 3.27429 0.230 -0.384 0.170
B 4.49765 0.03053 0.43633 -0.875 -0.222 -0.428
N 5.42392 -0.51358 1.41106 -0.103 0.869 -0.161
O 4.95446 1.08170 -0.39789 -0.377 0.132 1.213
H 2.63303 -1.79443 1.94928 -0.153 -0.143 -0.096
H 3.75908 -2.39284 0.73848 -0.044 0.104 0.058
H 2.15886 -3.60074 -0.31970 -0.046 0.054 0.183
H 1.29559 -2.13075 -0.68180 0.185 0.097 0.097
H -0.16216 -3.79696 0.49797 -0.218 0.161 0.045
H 0.98949 -3.80330 1.83132 -0.349 0.165 0.204
H -2.96203 -1.99493 -1.46762 -0.022 0.108 0.377
H -4.15254 -0.94686 -3.31676 0.101 -0.233 0.184
H -5.51371 1.10880 -2.92288 0.064 -0.268 -0.084
H -5.68418 2.00210 -0.63094 -0.022 -0.098 -0.112
H -4.49729 1.00058 1.19261 0.091 -0.152 -0.058
H -2.27893 1.19511 2.30512 0.028 -0.197 -0.023
H -2.66455 1.69077 4.68938 -0.303 -0.990 -0.648
H -3.56896 -0.02274 6.18304 0.020 -0.078 -0.078
H -4.07733 -2.23830 5.33095 0.034 -0.205 -0.326
H -3.78372 -2.77217 2.90671 0.079 0.121 -0.149
H 6.12516 0.18302 1.64843 0.211 -0.300 -0.084
H 4.91891 -0.74602 2.26253 0.210 -0.269 -0.585
H 4.13669 1.54050 -0.63916 0.098 -0.216 -0.520
C -0.25298 3.68224 -1.54812 0.260 -0.038 0.011
Cl -0.33780 3.57465 -3.31145 -0.107 0.392 0.076
Cl -1.86576 3.49648 -0.84602 0.057 -0.048 0.036
Cl 0.88777 2.50268 -0.91003 -0.140 0.118 0.011
H 0.12125 4.66190 -1.28060 -0.125 0.048 -0.076
C 0.09078 -0.21953 -5.50947 0.064 0.186 0.120
Cl 1.22186 0.23504 -6.78520 -0.456 0.097 -0.235
Cl 0.49506 0.57565 -3.99318 -0.013 -0.411 -0.100
Cl -1.57693 0.16474 -5.97445 -0.030 -0.059 -0.049
H 0.16300 -1.28957 -5.37472 -0.060 0.038 0.025
C -1.22384 4.77714 6.22097 -0.049 -0.034 -0.012
Cl -2.14265 6.27034 5.98298 -0.001 -0.007 0.042
Cl -1.99015 3.43373 5.36061 0.459 0.928 0.412
Cl 0.45088 4.99384 5.73281 -0.716 -0.120 0.186
H -1.23302 4.54039 7.27718 -0.052 0.020 -0.019
C -7.47752 -3.32292 -1.37763 0.202 0.307 0.307
Cl -6.70015 -4.77855 -0.72338 -0.105 -0.078 -0.071
Cl -8.85603 -2.84149 -0.38522 -0.800 -0.134 -1.051
Cl -6.29567 -2.00838 -1.45257 -0.968 -0.937 -0.167
H -7.83994 -3.55553 -2.37018 0.069 0.037 -0.006
C 4.40526 6.64704 4.55111 0.021 -0.100 0.000
Cl 3.03034 5.60649 4.91120 0.686 0.167 -0.219
Cl 5.53156 6.69372 5.91494 -0.021 0.051 0.002
Cl 5.22119 6.11231 3.08822 0.035 0.020 -0.060
H 4.03571 7.65094 4.38682 0.017 -0.015 0.026
C -7.68345 -2.07491 3.48669 0.212 0.311 0.027
Cl -6.23054 -1.30747 4.12753 -1.464 0.037 0.101
Cl -8.99628 -0.89529 3.28359 -0.020 -0.124 -0.036
Cl -7.25058 -2.83221 1.96847 0.353 -0.175 0.763
H -8.02692 -2.84436 4.16660 0.012 0.083 0.053
C 5.09779 -0.50991 -5.29724 -0.102 -0.271 0.094
Cl 5.10475 -0.56183 -7.06469 0.034 0.029 -0.064
Cl 3.45191 -0.46577 -4.68245 0.494 -0.018 0.339
Cl 5.97432 -1.89598 -4.63617 0.021 0.026 -0.007
H 5.60360 0.39393 -4.98122 -0.009 -0.065 -0.051
C 3.42311 2.35034 -9.74171 -0.009 -0.008 0.089
Cl 2.45268 3.52851 -8.85721 -0.002 -0.008 -0.030
Cl 5.11015 2.42490 -9.23111 -0.019 -0.001 -0.049
Cl 2.76654 0.72455 -9.53367 0.107 0.070 -0.196
H 3.38005 2.59822 -10.79417 -0.008 -0.006 0.021
C 6.72419 1.65548 -2.37364 0.276 -0.088 -0.044
Cl 7.30156 2.80441 -1.17334 0.096 0.058 -0.082
Cl 5.67206 2.46107 -3.54635 -0.060 0.111 0.031
Cl 8.08633 0.88077 -3.19331 0.116 -0.012 -0.161
H 6.14685 0.88860 -1.86543 0.019 0.246 -0.029
C 3.97353 -2.43066 5.51318 -0.038 0.067 -0.182
Cl 5.09130 -3.74209 5.92797 -0.001 -0.002 0.057
Cl 4.72307 -1.29446 4.40025 -0.032 -0.164 0.537
Cl 2.47906 -3.07918 4.83720 -0.004 0.014 0.045
H 3.72782 -1.89957 6.42345 0.006 -0.030 -0.006
C -0.51160 -4.45368 -4.06339 0.043 0.057 0.022
Cl -0.04881 -6.09103 -3.59107 -0.015 0.017 -0.026
Cl -1.61155 -3.74556 -2.88365 0.008 -0.014 -0.012
Cl 0.91442 -3.43717 -4.27493 0.075 -0.106 0.062
H -1.02951 -4.50968 -5.01213 0.012 -0.029 0.015
```
Positions in Å, forces in eV/Å.

Summary:
Total charge: -1
LUMO energy, eV: 1.8
Highest occupied orbital energy, eV: -3.1
Gap between HOMO and LUMO, eV: 4.92